100
Properties=species:S:1:pos:R:3 method="wB97M-V/def2-TZVPD" relative_energy_kj_mol=0.0 gap_ha=0.2299 total_charge=0 homo_energy_ev=-7.407
Pb 2.38 -0.90 -0.77
S -0.26 -0.84 -2.97
S 4.58 -1.69 0.19
S 1.19 -3.43 -1.03
S 3.55 1.43 -0.66
S 4.45 -1.06 -3.31
S 1.81 -2.02 2.15
O 1.33 -0.72 -2.89
N 2.84 -3.08 -3.83
N -0.77 0.90 1.85
N 8.01 -1.17 -0.85
N -0.15 0.78 -0.84
N -0.64 -1.67 -0.12
N 0.23 1.97 -0.33
N 6.87 2.54 -1.70
N 0.19 -0.01 1.56
N -1.90 -1.26 0.13
N 4.98 -3.63 -3.07
C -1.14 1.81 -2.74
C -2.88 -2.11 0.12
C -4.31 -1.13 1.88
C 4.68 -4.91 -2.44
C -2.77 2.69 2.10
C 0.50 4.37 -0.46
C -0.93 1.29 3.08
C -0.32 -2.94 -0.45
C -0.84 3.02 -2.17
C -2.63 -3.49 -0.09
C 1.66 -0.77 4.94
C -5.37 -2.52 0.09
C -3.00 1.71 4.39
C 4.05 -2.70 -3.42
C 0.90 -0.68 2.52
C -2.02 2.31 3.37
C -1.84 1.69 -4.05
C 2.42 -4.38 -4.31
C -0.64 5.39 -0.29
C 6.13 1.77 -1.27
C 1.50 4.89 -1.51
C 6.94 -0.80 -0.67
C 5.17 0.83 -0.74
C -1.39 3.57 3.98
C -0.11 0.79 4.12
C 5.58 -0.42 -0.42
C -0.06 3.06 -0.99
C -4.45 -0.27 -0.47
C -1.37 -3.92 -0.35
C 0.80 -0.18 3.87
C 1.22 4.16 0.87
C -4.26 -1.52 0.40
C -1.07 -5.37 -0.57
C -0.65 0.67 -2.07
B 0.27 -0.42 0.08
H 1.56 5.13 1.24
H -3.80 2.43 4.60
H -5.42 0.19 -0.25
H -0.74 -5.53 -1.60
H 1.01 5.08 -2.47
H 2.30 4.16 -1.67
H -0.22 1.18 5.13
H -6.34 -2.04 0.24
H -5.33 -2.87 -0.94
H -1.36 5.05 0.46
H -2.65 0.97 -4.00
H 5.55 -5.21 -1.87
H 2.19 -2.30 -3.88
H -1.14 1.35 -4.82
H -0.70 4.05 3.28
H 1.51 -0.25 5.88
H -2.52 1.47 5.33
H -0.26 -5.69 0.08
H -0.83 3.35 4.90
H -3.44 -4.21 -0.03
H -3.27 1.82 1.67
H 1.53 -4.24 -4.91
H -3.67 0.46 -0.27
H 5.83 -3.19 -2.77
H -3.51 3.45 2.33
H -4.19 -2.01 2.52
H -1.95 -5.97 -0.38
H 2.09 3.51 0.75
H 4.46 -5.69 -3.17
H -3.47 0.80 4.00
H -1.14 3.93 -2.67
H -0.22 6.34 0.05
H -2.08 3.07 1.34
H 3.84 -4.83 -1.75
H -5.26 -0.65 2.12
H 0.57 3.70 1.61
H 1.94 5.82 -1.16
H -5.34 -3.39 0.75
H -2.17 4.29 4.23
H -2.25 2.66 -4.35
H 1.43 -1.83 5.07
H 2.19 -5.08 -3.51
H -1.17 5.58 -1.22
H -4.42 -0.52 -1.53
H -3.50 -0.44 2.11
H 3.20 -4.81 -4.95
H 2.71 -0.71 4.65

114
Properties=species:S:1:pos:R:3 method="wB97M-V/def2-TZVPD" gap_ha=0.1801 total_charge=-1 homo_energy_ev=-3.432
F -4.15 1.54 0.84
O -3.83 3.77 6.23
O 0.07 0.43 6.89
O -1.70 -2.41 4.38
O 7.45 -0.52 -8.63
O -1.58 -2.39 2.09
O -0.12 -0.47 -1.64
O 5.13 -0.03 2.96
O 0.94 0.73 -3.23
O 6.66 -1.53 -6.79
O -3.06 -0.66 -9.63
O -0.31 3.72 -0.74
O 1.32 5.26 -0.72
O 2.97 0.64 2.81
O 0.85 -2.51 -7.13
O -5.20 2.40 5.09
O 0.20 0.00 4.67
O -3.78 3.77 3.96
O 1.85 3.06 -0.59
O 3.02 -3.16 -6.99
O 7.58 0.53 -6.63
O 2.05 -0.89 -2.13
O -5.00 -1.66 1.27
O -1.16 -5.86 9.09
O -1.44 0.90 -9.62
O -6.80 -0.14 1.12
O -0.21 -3.82 9.30
O -0.34 -4.82 7.27
O 4.61 2.18 2.83
O 2.48 -0.96 -7.12
O 0.45 -1.67 6.17
O -0.90 -1.30 -9.49
N -3.32 0.02 2.59
C 2.31 0.86 -3.58
C -4.49 0.71 1.97
C -1.15 0.83 1.41
C 0.24 -0.38 5.80
C -4.74 3.22 7.17
C 0.65 -1.67 7.58
C -5.48 -0.48 1.42
C 0.86 -0.23 -2.27
C -4.23 3.35 5.00
C -2.11 0.89 2.69
C -0.95 4.98 -0.60
C 3.40 2.86 2.50
C 0.11 5.94 -1.04
C -0.06 -0.39 1.45
C 2.34 1.90 2.95
C -5.28 2.02 6.45
C 6.24 -2.31 -7.90
C 1.03 3.93 -0.68
C -2.65 1.57 -9.95
C 2.19 -2.30 -7.07
C 7.15 -1.86 -9.00
C -0.54 -4.75 8.62
C -0.96 -2.48 3.37
C 2.89 -0.47 -3.20
C -1.58 -6.62 7.96
C -1.72 -0.43 -9.58
C 1.27 -0.29 -7.44
C 0.22 -1.25 -6.99
C -3.70 0.60 -9.49
C -0.65 -6.15 6.88
C 4.31 0.85 2.87
C -0.70 -1.83 1.07
C -0.04 -0.42 8.02
C 7.26 -0.42 -7.29
H 6.34 -3.38 -7.68
H 1.21 0.67 -6.92
H 0.09 6.12 -2.12
H -1.49 -7.69 8.15
H -5.13 1.31 2.70
H 1.72 -1.65 7.79
H -1.85 5.04 -1.21
H -3.57 -0.38 3.51
H 3.93 -0.39 -2.88
H 0.19 -2.58 3.47
H 0.56 -0.39 2.41
H 8.08 -2.43 -9.03
H -4.61 0.65 -10.11
H -2.49 1.97 2.91
H -1.35 -1.65 0.14
H 1.24 -0.11 -8.52
H -2.63 -6.38 7.75
H 0.43 0.03 8.90
H -0.59 1.84 1.37
H 0.21 -2.57 8.03
H -1.12 -6.16 5.89
H 2.82 -1.20 -4.01
H 0.08 -2.61 0.73
H 2.75 1.68 -3.01
H -0.68 -1.20 -7.59
H 3.35 3.82 3.02
H -1.57 0.58 3.66
H -1.23 5.12 0.45
H 2.42 1.07 -4.65
H -3.98 0.74 -8.45
H -1.11 -0.58 8.24
H -1.76 0.64 0.44
H -4.68 1.12 6.61
H -0.06 -1.11 -5.94
H 5.19 -2.09 -8.10
H 2.07 2.05 4.00
H 3.38 3.04 1.42
H -4.22 2.95 8.10
H 0.68 -0.14 0.60
H 1.45 1.96 2.33
H -5.51 3.96 7.40
H -6.32 1.80 6.73
H 6.67 -1.90 -9.98
H 0.27 -6.74 6.84
H 0.05 6.90 -0.52
H -2.68 1.75 -11.02
H -2.71 2.53 -9.43

100
Properties=species:S:1:pos:R:3 method="wB97M-V/def2-TZVPD" spin_multiplicity=5 gap_ha="0.2305 / 0.2928" total_charge=0 s_squared=6.003 homo_energy_ev="-7.031 / -8.700"
Br 6.90 -3.32 -0.65
Br 4.72 -2.87 -3.11
Br 1.17 -2.24 6.53
Br -1.81 0.00 5.70
Br -2.78 3.83 -1.78
Br -4.06 2.68 -4.77
V -2.27 -1.99 -1.73
S 0.38 -0.88 0.44
S -0.94 0.77 -0.65
F -2.01 0.82 -1.79
F 0.33 -2.49 0.46
O 1.66 -0.73 -0.14
O 0.04 -0.54 1.79
O 0.09 1.54 -1.32
O -1.51 -1.59 -4.04
O -1.70 1.44 0.39
O -0.85 -3.66 -2.29
N -0.96 -0.76 -0.64
C -2.16 4.46 1.91
C 4.42 3.53 -2.53
C 4.23 -2.31 -1.28
C 5.97 2.12 -3.62
C 4.10 1.18 -2.52
C 0.10 0.05 5.17
C -5.63 0.88 0.69
C 3.10 -2.68 2.22
C -7.28 0.55 2.54
C -4.62 0.31 1.47
C -1.64 5.41 4.04
C -4.75 3.74 -2.01
C -4.91 -0.17 2.77
C -0.69 -0.59 -4.56
C 2.67 -3.89 1.65
C 4.29 -2.59 2.95
C 3.61 2.50 -2.30
C 5.07 -3.70 3.02
C -2.92 3.46 2.50
C -6.98 0.98 1.21
C -3.10 3.40 3.86
C 0.49 -3.52 -2.79
C -2.44 4.40 4.54
C -4.87 2.50 -2.91
C 3.50 -4.99 1.80
C -1.43 5.35 2.67
C -6.22 -0.05 3.28
C 5.59 -1.83 -0.62
C 4.73 -4.94 2.52
C 0.54 -1.33 4.86
C 5.60 3.41 -3.24
C 1.29 -4.57 -2.06
C -1.50 0.62 -5.01
C 5.24 1.02 -3.28
H 2.62 2.65 -1.89
H -8.27 0.69 2.95
H -1.16 0.99 -5.98
H -0.80 6.04 2.12
H -4.44 1.62 -2.44
H 5.47 -5.69 2.76
H -4.07 -0.62 3.29
H -1.25 6.21 4.65
H -5.88 2.19 -3.17
H 6.26 4.20 -3.54
H -5.35 1.20 -0.30
H -1.96 4.33 0.85
H 3.70 -3.03 -0.65
H 0.60 0.50 6.03
H -7.82 1.33 0.64
H 0.92 -5.57 -2.30
H -3.87 2.78 4.29
H 0.82 -2.48 -2.68
H 5.57 0.03 -3.57
H -1.14 -4.54 -2.53
H -5.22 3.64 -1.04
H 3.41 0.37 -2.35
H -6.41 -0.36 4.30
H 3.54 -1.47 -1.31
H 5.93 -1.01 -1.25
H 2.22 -4.58 -2.64
H 4.05 4.53 -2.32
H -5.04 4.66 -2.53
H 0.58 -3.73 -3.86
H 5.36 -1.46 0.38
H 0.08 0.72 4.31
H -2.60 4.33 5.61
H 1.69 -3.98 1.21
H -3.63 0.11 1.09
H 1.46 -4.39 -0.99
H 0.07 -0.22 -3.88
H 4.64 -1.63 3.28
H -0.05 -0.91 -5.38
H -3.59 2.75 2.03
H 1.42 -1.28 4.22
H -1.94 -1.94 -4.82
H -0.15 -2.02 4.38
H 6.76 1.94 -4.34
H 3.32 -6.00 1.47
H 2.54 -1.76 2.23
H -1.53 1.27 -4.13
H 5.95 -3.53 3.62
H -2.56 0.42 -5.15

98
Properties=species:S:1:pos:R:3 method="wB97M-V/def2-TZVPD" spin_multiplicity=3 relative_energy_kj_mol=101.9 gap_ha="0.2320 / 0.2395" total_charge=-2 s_squared=2.004 homo_energy_ev="-2.088 / -2.306"
Pt 0.07 0.43 0.35
S -0.72 -4.25 0.75
S -1.93 -2.96 3.22
Si -1.42 3.05 -1.09
Si -2.41 0.10 -2.13
F 0.78 2.85 0.97
O -1.12 1.20 2.42
O -2.16 -2.30 4.47
O -3.14 0.61 2.00
O -1.27 -4.25 3.32
O -2.69 1.76 3.74
N -7.28 -4.15 0.84
N 2.40 0.78 0.16
N 0.01 -1.82 0.21
N -1.16 -1.99 2.20
N -2.33 1.18 2.73
C -1.18 -0.32 -3.55
C 3.67 -0.10 -2.48
C -5.14 -4.88 1.70
C 2.91 2.00 0.38
C -1.65 1.19 -0.80
C 4.75 3.61 0.43
C 2.09 3.11 0.71
C 3.66 -0.95 1.31
C -3.55 -3.28 2.48
C -3.91 -4.59 2.27
C 3.29 -0.29 0.11
C 5.19 -2.38 0.09
C 0.26 3.42 -1.96
C -0.64 -2.50 1.13
C 3.18 -0.58 2.70
C -6.01 -3.85 1.35
C -5.62 -2.53 1.57
C 3.89 4.68 0.64
C 0.13 -3.91 -0.74
C 0.43 -2.60 -0.83
C 4.59 -1.98 1.27
C -4.39 -2.24 2.12
C 4.20 1.32 -2.63
C 3.90 -0.71 -1.10
C 4.29 2.32 0.32
C -3.90 0.86 -3.10
C 2.21 -0.17 -2.90
C -3.17 -1.53 -1.46
C 3.81 0.73 3.19
C 1.67 -0.55 2.91
C 4.82 -1.75 -1.08
C 2.54 4.40 0.81
C -1.71 4.12 0.48
C -2.69 3.87 -2.29
H -3.21 -5.36 2.53
H 2.05 0.42 -3.80
H -0.62 0.57 -3.83
H 1.95 -1.21 -3.13
H 3.57 0.88 4.24
H -4.16 -1.35 -1.05
H -4.38 0.12 -3.74
H 0.97 -2.13 -1.63
H 0.98 2.65 -1.72
H 1.82 5.18 1.03
H -3.25 -2.29 -2.22
H -1.15 5.05 0.44
H -0.47 -1.08 -3.24
H -1.69 -0.68 -4.44
H 4.21 1.60 -3.68
H -7.67 -3.39 0.31
H 3.58 2.03 -2.09
H -2.56 3.53 -3.31
H 4.24 -0.71 -3.19
H -5.43 -5.91 1.52
H -3.72 3.65 -1.99
H -4.06 -1.22 2.24
H -6.29 -1.73 1.28
H 5.29 -2.06 -2.01
H 0.68 4.37 -1.66
H -2.76 4.36 0.60
H -7.31 -5.02 0.33
H 4.27 5.69 0.71
H 5.22 1.38 -2.24
H -1.40 3.59 1.37
H 4.90 0.69 3.09
H 3.56 -1.37 3.37
H 3.43 1.59 2.64
H -4.66 1.26 -2.44
H -2.56 -1.93 -0.65
H 0.14 3.44 -3.04
H 1.45 -0.18 3.91
H 1.54 0.19 -2.12
H -3.57 1.67 -3.75
H 1.25 -1.55 2.83
H -2.58 4.96 -2.29
H 5.93 -3.17 0.08
H 5.82 3.79 0.35
H 4.99 1.51 0.20
H -2.29 1.07 0.08
H 1.13 0.09 2.20
H 4.88 -2.47 2.19
H 0.36 -4.69 -1.43

What did the first record say?
100
Properties=species:S:1:pos:R:3 method="wB97M-V/def2-TZVPD" relative_energy_kj_mol=0.0 gap_ha=0.2299 total_charge=0 homo_energy_ev=-7.407
Pb 2.38 -0.90 -0.77
S -0.26 -0.84 -2.97
S 4.58 -1.69 0.19
S 1.19 -3.43 -1.03
S 3.55 1.43 -0.66
S 4.45 -1.06 -3.31
S 1.81 -2.02 2.15
O 1.33 -0.72 -2.89
N 2.84 -3.08 -3.83
N -0.77 0.90 1.85
N 8.01 -1.17 -0.85
N -0.15 0.78 -0.84
N -0.64 -1.67 -0.12
N 0.23 1.97 -0.33
N 6.87 2.54 -1.70
N 0.19 -0.01 1.56
N -1.90 -1.26 0.13
N 4.98 -3.63 -3.07
C -1.14 1.81 -2.74
C -2.88 -2.11 0.12
C -4.31 -1.13 1.88
C 4.68 -4.91 -2.44
C -2.77 2.69 2.10
C 0.50 4.37 -0.46
C -0.93 1.29 3.08
C -0.32 -2.94 -0.45
C -0.84 3.02 -2.17
C -2.63 -3.49 -0.09
C 1.66 -0.77 4.94
C -5.37 -2.52 0.09
C -3.00 1.71 4.39
C 4.05 -2.70 -3.42
C 0.90 -0.68 2.52
C -2.02 2.31 3.37
C -1.84 1.69 -4.05
C 2.42 -4.38 -4.31
C -0.64 5.39 -0.29
C 6.13 1.77 -1.27
C 1.50 4.89 -1.51
C 6.94 -0.80 -0.67
C 5.17 0.83 -0.74
C -1.39 3.57 3.98
C -0.11 0.79 4.12
C 5.58 -0.42 -0.42
C -0.06 3.06 -0.99
C -4.45 -0.27 -0.47
C -1.37 -3.92 -0.35
C 0.80 -0.18 3.87
C 1.22 4.16 0.87
C -4.26 -1.52 0.40
C -1.07 -5.37 -0.57
C -0.65 0.67 -2.07
B 0.27 -0.42 0.08
H 1.56 5.13 1.24
H -3.80 2.43 4.60
H -5.42 0.19 -0.25
H -0.74 -5.53 -1.60
H 1.01 5.08 -2.47
H 2.30 4.16 -1.67
H -0.22 1.18 5.13
H -6.34 -2.04 0.24
H -5.33 -2.87 -0.94
H -1.36 5.05 0.46
H -2.65 0.97 -4.00
H 5.55 -5.21 -1.87
H 2.19 -2.30 -3.88
H -1.14 1.35 -4.82
H -0.70 4.05 3.28
H 1.51 -0.25 5.88
H -2.52 1.47 5.33
H -0.26 -5.69 0.08
H -0.83 3.35 4.90
H -3.44 -4.21 -0.03
H -3.27 1.82 1.67
H 1.53 -4.24 -4.91
H -3.67 0.46 -0.27
H 5.83 -3.19 -2.77
H -3.51 3.45 2.33
H -4.19 -2.01 2.52
H -1.95 -5.97 -0.38
H 2.09 3.51 0.75
H 4.46 -5.69 -3.17
H -3.47 0.80 4.00
H -1.14 3.93 -2.67
H -0.22 6.34 0.05
H -2.08 3.07 1.34
H 3.84 -4.83 -1.75
H -5.26 -0.65 2.12
H 0.57 3.70 1.61
H 1.94 5.82 -1.16
H -5.34 -3.39 0.75
H -2.17 4.29 4.23
H -2.25 2.66 -4.35
H 1.43 -1.83 5.07
H 2.19 -5.08 -3.51
H -1.17 5.58 -1.22
H -4.42 -0.52 -1.53
H -3.50 -0.44 2.11
H 3.20 -4.81 -4.95
H 2.71 -0.71 4.65